Entry from the OMol25 dataset: 8 unconnected molecules or ions with the total composition C34H74N10O16P2S3 at a distorted geometry (ωB97M-V/def2-TZVPD).

Structure (ORCA input):
```
! wB97M-V def2-TZVPD RIJCOSX def2/J DEFGRID3
* xyz -2 1
C 4.6655 -1.8816 4.3312
C 3.0852 -1.7653 4.1588
O 2.4573 -1.2390 5.1225
N 2.2849 -2.2537 3.0175
C 2.5444 -3.6712 2.6751
C 3.9298 -4.3053 2.2201
O 1.5624 -4.4658 2.7561
C 2.3245 -1.3381 1.8387
O 2.8808 -0.1119 2.4334
O 3.2951 -1.5900 0.7899
P 2.6795 -1.1745 -0.7796
S 1.9401 -0.7055 -2.7926
P 4.7336 -1.7538 -1.4739
S 5.0448 -1.3846 -3.3685
C 2.2620 -3.0150 -1.2785
O 2.4362 -4.0140 -0.4893
O 1.7702 -3.2961 -2.5533
S 3.1397 0.9959 -0.6619
C 4.8593 1.3731 -0.0724
O 3.0074 1.5611 -2.0796
O 2.1511 1.7959 0.1864
O 1.1193 -0.7480 -0.1855
C 0.8283 -1.0662 1.2137
C -0.0195 0.1444 1.8751
C -1.0469 -0.3082 3.0129
N -0.4256 -0.9847 4.1861
N -0.0389 -2.2534 1.4350
C -0.8031 -2.5345 0.3933
C -0.6900 -4.0210 -0.2398
C -1.8776 -1.5758 -0.2931
H 5.2212 -2.2359 3.4019
H 5.1585 -0.8912 4.6604
H 4.8425 -2.6023 5.2177
H 4.6660 -4.4134 3.1075
H 3.7363 -5.3500 1.8138
H 4.4876 -3.7223 1.4174
H 3.8023 -0.0698 2.0790
H 0.5620 -0.5670 -2.5589
H 4.7723 -3.1973 -1.3340
H 5.7659 -1.2546 -0.6054
H 5.3345 0.5558 0.5710
H 5.4828 1.5990 -1.0172
H 4.8119 2.3170 0.5710
H 0.6151 1.0129 2.2489
H -0.6621 0.5722 1.0143
H -1.5268 0.6652 3.4199
H -1.9410 -0.9255 2.6162
H -0.4348 -2.0112 4.0146
H -0.9911 -0.8479 5.0363
H -1.6911 -4.5702 -0.1053
H 0.1008 -4.6290 0.3159
H -0.4851 -3.8938 -1.3553
H -1.3822 -0.5994 -0.6650
H -2.3300 -2.0555 -1.2402
H -2.7302 -1.2516 0.3932
C 0.5991 6.7547 -1.6325
O -0.3475 6.8391 -0.8650
N 1.4477 5.6972 -1.7276
C 2.5494 5.6749 -2.6670
C 1.2449 4.5495 -0.8596
H 0.8447 7.5681 -2.3365
H 2.4241 4.8240 -3.3412
H 3.4855 5.5665 -2.1135
H 2.5843 6.5957 -3.2538
H 0.2487 4.1376 -1.0412
H 1.3061 4.8757 0.1808
H 1.9958 3.7875 -1.0479
C -4.2744 -4.9871 -2.5435
O -3.5464 -4.0139 -2.4989
N -3.9079 -6.2243 -2.9778
C -4.8320 -7.3380 -2.9998
C -2.5434 -6.4339 -3.4330
H -5.3282 -4.9370 -2.2210
H -4.4398 -8.1341 -2.3666
H -4.9293 -7.7022 -4.0275
H -5.8142 -7.0397 -2.6314
H -1.8544 -6.1984 -2.6169
H -2.3356 -5.7619 -4.2697
H -2.4001 -7.4686 -3.7483
C -4.9981 -8.5795 0.7118
O -5.4856 -8.3430 -0.3797
N -3.7537 -8.2021 1.1159
C -3.2407 -8.5198 2.4328
C -2.9120 -7.4557 0.1959
H -5.5520 -9.1388 1.4840
H -3.0026 -7.5907 2.9566
H -2.3339 -9.1208 2.3271
H -3.9754 -9.0800 3.0141
H -3.4183 -6.5280 -0.0809
H -2.7534 -8.0502 -0.7072
H -1.9509 -7.2250 0.6563
C -1.6745 -5.0437 -7.1866
O -1.8098 -5.4700 -6.0567
N -2.3223 -3.9605 -7.7008
C -2.1104 -3.5082 -9.0596
C -3.2550 -3.2372 -6.8567
H -0.9897 -5.5204 -7.9066
H -1.7359 -2.4814 -9.0398
H -3.0615 -3.5387 -9.5987
H -1.3871 -4.1425 -9.5746
H -2.7268 -2.8664 -5.9749
H -4.0451 -3.9182 -6.5302
H -3.6937 -2.3998 -7.4008
C 1.8247 5.2186 3.1748
O 2.1653 4.7506 2.1064
N 1.2152 6.4277 3.3488
C 0.8374 6.9200 4.6578
C 0.9369 7.2460 2.1833
H 1.9897 4.6782 4.1211
H -0.2434 7.0843 4.6783
H 1.3537 7.8659 4.8455
H 1.1046 6.2069 5.4368
H 0.2875 6.6920 1.5016
H 1.8758 7.4674 1.6683
H 0.4508 8.1775 2.4769
C 0.0260 7.4950 8.5873
O 0.3678 7.0246 7.5208
N -0.5834 8.7040 8.7565
C -0.9632 9.2005 10.0628
C -0.8597 9.5183 7.5884
H 0.1898 6.9574 9.5353
H -2.0439 9.3650 10.0821
H -0.4475 10.1465 10.2492
H -0.6962 8.4879 10.8446
H -1.5083 8.9607 6.9083
H 0.0793 9.7378 7.0744
H -1.3463 10.4505 7.8778
C -0.5055 4.0359 -7.0305
O -0.9735 4.5357 -8.0405
N -0.8874 4.3283 -5.7569
C -0.2826 3.6908 -4.6016
C -1.9332 5.3093 -5.5476
H 0.2941 3.2796 -7.0775
H -1.0583 3.1650 -4.0400
H 0.1691 4.4592 -3.9690
H 0.4862 2.9779 -4.9034
H -2.8436 4.9758 -6.0524
H -1.6221 6.2631 -5.9817
H -2.1299 5.4375 -4.4826
*
```

E_tot	-4968.3759	Ha
strongest force on any atom	6.6	eV Å⁻¹

***

Entry from the OMol25 dataset: 6 unconnected molecules or ions with the total composition C34H75Cl3N2O23P5S2 at a distorted geometry (ωB97M-V/def2-TZVPD).

Structure (ORCA input):
```
! wB97M-V def2-TZVPD RIJCOSX def2/J DEFGRID3
* xyz 1 1
C 1.4833 -0.6345 2.1928
C 1.3961 -1.9313 1.3085
S 0.2592 -1.8166 -0.1472
C 0.6827 -0.3103 -1.1157
C 0.1736 1.0320 -0.4679
C 1.1199 2.1501 -0.1779
C 0.6685 3.4322 0.3900
C 1.6413 4.6060 0.6969
C 3.1573 4.3698 0.3529
C 4.0968 4.2287 1.6335
C 3.5208 3.2655 2.7328
N 3.8748 3.6274 4.1397
C 3.4013 4.9840 4.5061
C 3.0596 2.7100 4.9567
C 3.4439 1.2114 5.1959
O 2.0248 3.1043 5.4785
N -0.6911 3.5889 0.7060
C -1.2499 4.8178 1.3254
C -1.3895 4.5075 2.8977
C -2.4304 5.4345 3.6336
C -3.9453 5.0381 3.4315
S -4.5096 3.5826 4.3894
O -5.3418 2.7556 3.5132
O -5.3037 4.0490 5.5250
Cl -2.9637 2.4510 5.1542
C -1.6065 2.5527 0.4915
Cl -3.3368 2.7035 0.9409
C -1.2382 1.2668 -0.1091
Cl -2.5015 0.0255 -0.3882
H 0.5662 -0.4557 2.8266
H 1.7179 0.2968 1.6159
H 2.3405 -0.7815 2.9160
H 0.9898 -2.7748 1.9434
H 2.3888 -2.2850 0.9193
H 0.2308 -0.4258 -2.1461
H 1.7960 -0.2488 -1.2842
H 2.1844 1.9275 -0.4261
H 1.2469 5.5198 0.1606
H 1.5678 4.8282 1.8036
H 3.5160 5.3065 -0.1718
H 3.3837 3.5314 -0.3523
H 5.0757 3.8002 1.2623
H 4.3317 5.2680 1.9754
H 3.9791 2.2439 2.5582
H 2.4037 3.1137 2.7014
H 4.1358 5.7215 4.0567
H 2.3940 5.2587 4.0754
H 3.4458 5.1812 5.6142
H 3.9137 0.8186 4.2554
H 2.4594 0.6396 5.3259
H 4.0961 1.1097 6.1050
H -2.2356 5.1297 0.8708
H -0.5890 5.7147 1.2532
H -1.5235 3.4101 3.0688
H -0.3739 4.7673 3.3304
H -2.2246 6.5191 3.3859
H -2.2004 5.3483 4.7403
H -4.1450 4.9755 2.3310
H -4.5560 5.9137 3.8056
C 4.9920 0.4146 -5.9101
O 5.6652 1.3503 -5.0653
P 5.3213 1.3430 -3.5038
O 4.5975 0.1561 -3.0176
O 4.5834 2.7367 -3.2670
C 3.3363 2.9411 -3.9144
O 6.7313 1.5991 -2.8289
C 7.7857 0.6930 -3.1483
H 3.9868 0.7734 -6.1388
H 5.5562 0.3259 -6.8377
H 4.9379 -0.5697 -5.4451
H 2.7430 2.0234 -3.9256
H 3.5090 3.2799 -4.9372
H 2.7839 3.7114 -3.3770
H 8.3086 1.0489 -4.0361
H 7.4034 -0.3142 -3.3280
H 8.4843 0.6617 -2.3136
C -5.1670 -0.3428 -5.9952
O -4.1626 0.6711 -5.9350
P -2.6333 0.2272 -6.0871
O -2.4208 -1.1295 -6.6083
O -1.9992 0.5148 -4.6539
C -2.4852 -0.2392 -3.5527
O -2.0096 1.3986 -6.9548
C -2.6189 1.6722 -8.2155
H -5.2313 -0.8632 -5.0369
H -6.1231 0.1353 -6.2042
H -4.9601 -1.0557 -6.7925
H -2.6899 -1.2737 -3.8395
H -3.3963 0.2243 -3.1695
H -1.7325 -0.2342 -2.7716
H -3.4217 2.3968 -8.0771
H -3.0214 0.7636 -8.6684
H -1.8685 2.0964 -8.8815
C -1.6815 -2.7435 8.3934
O -1.0308 -2.6069 7.1296
P 0.5639 -2.4600 7.1132
O 1.2403 -2.8181 8.3674
O 0.8130 -0.9750 6.6011
C 0.3607 0.0926 7.4240
O 0.9855 -3.3102 5.8419
C 0.5722 -4.6743 5.7999
H -1.7745 -1.7676 8.8734
H -2.6776 -3.1505 8.2216
H -1.1383 -3.4275 9.0454
H 0.5111 -0.1296 8.4826
H -0.6991 0.2752 7.2340
H 0.9236 0.9896 7.1675
H -0.4122 -4.7378 5.3352
H 0.5322 -5.1074 6.8018
H 1.2842 -5.2399 5.1996
C 5.5058 -9.8887 5.7067
O 4.1102 -9.9407 5.9994
P 3.1378 -8.9293 5.2269
O 3.7216 -8.2764 4.0452
O 2.6162 -7.9468 6.3612
C 3.5710 -7.1099 7.0032
O 1.8507 -9.8142 4.9520
C 2.0343 -11.0326 4.2374
H 5.9679 -9.0533 6.2361
H 5.9603 -10.8189 6.0470
H 5.6815 -9.7919 4.6352
H 4.3184 -6.7462 6.2944
H 4.0625 -7.6654 7.8039
H 3.0505 -6.2562 7.4349
H 2.2558 -11.8336 4.9432
H 2.8467 -10.9493 3.5118
H 1.1121 -11.2703 3.7089
C -9.3787 0.1073 -9.1932
O -8.7480 0.2024 -10.4689
P -7.1515 0.3291 -10.5166
O -6.4589 -0.0054 -9.2617
O -6.8949 1.7958 -11.0686
C -7.3209 2.8894 -10.2663
O -6.7629 -0.5612 -11.7684
C -7.1939 -1.9191 -11.7663
H -9.4522 1.0968 -8.7378
H -10.3824 -0.2917 -9.3379
H -8.8331 -0.5662 -8.5319
H -7.1548 2.6905 -9.2050
H -8.3811 3.0792 -10.4443
H -6.7516 3.7720 -10.5531
H -8.1864 -1.9821 -12.2131
H -7.2225 -2.3256 -10.7527
H -6.4982 -2.5075 -12.3628
*
```

E_tot	-7064.3707	Ha
strongest force on any atom	5.2	eV Å⁻¹

***

Entry from the OMol25 dataset: 6 unconnected molecules or ions with the total composition C34H78N7O6 at a distorted geometry (ωB97M-V/def2-TZVPD).

Structure (ORCA input):
```
! wB97M-V def2-TZVPD RIJCOSX def2/J DEFGRID3
* xyz 1 1
C 1.2655 -4.9849 -2.0673
C 0.0606 -4.2537 -2.6019
O -0.5021 -3.4063 -1.5873
C -1.3906 -2.4758 -2.1051
C -0.7334 -1.1272 -2.4372
N -0.7754 -0.1088 -1.3875
C -0.3247 1.1603 -1.9567
C -0.3586 2.3564 -1.0285
C -0.7434 3.5684 -1.6127
C -0.8350 4.7376 -0.8973
C -0.5552 4.7178 0.4583
C -0.1464 3.5309 1.0541
C -0.0294 2.3436 0.3361
C 0.4769 1.1280 1.0680
C -2.0955 -0.0130 -0.8164
C -2.3588 -1.3256 -0.1007
N -2.5388 -2.3651 -1.1541
H 1.8691 -5.2566 -2.9294
H 0.9732 -5.9071 -1.5767
H 1.8713 -4.3338 -1.4470
H -0.7015 -4.9546 -2.9486
H 0.3667 -3.6762 -3.4763
H -1.8151 -2.8702 -3.0287
H 0.3162 -1.3498 -2.6062
H -1.1186 -0.7422 -3.3905
H 0.6912 1.0517 -2.3364
H -0.9534 1.4058 -2.8220
H -0.9901 3.5955 -2.6659
H -1.1538 5.6201 -1.4250
H -0.6336 5.6154 1.0520
H 0.0901 3.5221 2.1088
H -0.3150 0.6045 1.6043
H 1.2323 1.4176 1.7922
H 0.9340 0.4018 0.4077
H -2.1758 0.7780 -0.0811
H -2.8772 0.1437 -1.5810
H -1.4808 -1.5625 0.4864
H -3.2367 -1.2396 0.5296
H -2.7472 -3.2688 -0.7244
H -3.3651 -2.1014 -1.6931
C 1.3474 10.2599 0.7206
C 1.9716 9.4177 -0.3886
C 0.9885 8.9968 -1.4912
O 0.0762 7.9653 -1.1519
C -1.0348 8.3613 -0.3670
N 2.6735 8.2800 0.2184
H 0.8042 9.6503 1.4420
H 2.1276 10.7817 1.2739
H 0.6630 11.0090 0.3175
H 2.7251 10.0392 -0.8811
H 1.5766 8.5903 -2.3183
H 0.4408 9.8637 -1.8849
H -1.4032 9.3533 -0.6408
H -0.7862 8.3407 0.6966
H -1.8333 7.6369 -0.5321
H 3.2145 7.7833 -0.4864
H 1.9824 7.6008 0.5266
C -0.6668 -7.0161 1.1583
C -1.7783 -7.2424 0.1380
C -3.0133 -7.9666 0.6942
O -2.8529 -9.3495 0.9065
C -2.1567 -9.7185 2.0890
N -1.2210 -7.9279 -1.0342
H -0.0702 -7.9102 1.3272
H 0.0183 -6.2458 0.8013
H -1.0698 -6.6874 2.1178
H -2.1227 -6.2531 -0.1892
H -3.8103 -7.8852 -0.0512
H -3.3791 -7.4791 1.6090
H -2.3975 -9.0529 2.9214
H -1.0773 -9.7406 1.9255
H -2.4716 -10.7241 2.3505
H -1.9291 -7.9682 -1.7622
H -1.0745 -8.9003 -0.7756
C 3.4522 3.1983 -2.9455
C 2.7032 4.5137 -2.7476
C 3.4492 5.7626 -3.2365
O 4.4934 6.2037 -2.3954
C 5.7197 5.5052 -2.5021
N 2.3174 4.6339 -1.3365
H 4.2149 3.0415 -2.1839
H 2.7563 2.3605 -2.8711
H 3.9305 3.1516 -3.9260
H 1.7868 4.4557 -3.3460
H 2.7302 6.5864 -3.2388
H 3.8049 5.6466 -4.2700
H 5.9341 5.2268 -3.5379
H 5.7295 4.6120 -1.8717
H 6.5072 6.1685 -2.1460
H 1.7181 5.4497 -1.2363
H 3.1623 4.8681 -0.8195
C 4.2229 6.7805 3.1090
C 4.9538 5.7127 2.3002
C 6.4805 5.7264 2.4520
O 7.1455 6.7707 1.7720
C 7.1042 8.0372 2.4048
N 4.5450 5.8230 0.8964
H 4.2615 7.7573 2.6302
H 3.1682 6.5208 3.2002
H 4.6371 6.8686 4.1155
H 4.6165 4.7395 2.6713
H 6.8688 4.8072 2.0047
H 6.7716 5.7141 3.5114
H 7.1690 7.9430 3.4925
H 6.2020 8.5904 2.1360
H 7.9631 8.6064 2.0511
H 4.9271 5.0327 0.3822
H 5.0161 6.6306 0.4957
C -7.1994 -10.9873 3.7398
C -6.4061 -10.7729 2.4538
C -7.0766 -11.3319 1.1912
O -7.0280 -12.7356 1.0476
C -7.9661 -13.4639 1.8184
N -5.0491 -11.2987 2.6355
H -7.0893 -11.9995 4.1254
H -6.8384 -10.3134 4.5169
H -8.2626 -10.7897 3.5902
H -6.3231 -9.6915 2.3027
H -6.5326 -10.9413 0.3268
H -8.1133 -10.9769 1.1051
H -8.9234 -12.9388 1.8851
H -7.5882 -13.6691 2.8220
H -8.1252 -14.4195 1.3206
H -4.4918 -11.0408 1.8255
H -5.1068 -12.3131 2.5867
*
```

energy above the lowest of the compared OMol25 structures with the same formula, charge and spin	0.0	kcal per mole
E_tot	-2176.6539	Ha
strongest force on any atom	1.1	eV Å⁻¹